No. 1
64
Properties=species:S:1:pos:R:3:forces:R:3 method="wB97M-V/def2-TZVPD" spin_multiplicity=5 s_squared=6.045
Cr 0.8424 -0.5064 -1.3379 0.803 -0.469 0.057
C -0.8046 -3.2972 -4.1310 0.108 0.104 -0.045
C -0.3456 -2.0754 -3.3962 0.153 -0.128 0.038
N 0.5696 -2.1387 -2.4193 -0.247 0.229 0.197
N 1.5738 -3.0835 -2.4819 0.195 -0.821 0.062
C 2.7387 -2.5460 -2.3759 -0.260 0.539 -0.091
N 3.8641 -3.3226 -2.3318 0.008 -0.159 0.078
S 3.0045 -0.7953 -2.3172 -0.022 0.139 -0.091
C -0.7640 -0.7697 -3.7062 0.047 -0.036 0.011
C -1.6161 -0.4263 -4.7886 -0.094 0.013 0.080
C -1.7744 0.8818 -5.1480 -0.035 -0.119 0.094
C -1.1154 1.8869 -4.4089 0.055 0.022 0.103
C -0.3435 1.4994 -3.3356 -0.071 0.247 -0.155
N -0.1541 0.2349 -2.9667 -0.203 0.098 -0.286
H -0.1505 -4.1302 -3.8863 -0.002 0.002 -0.012
H -0.8043 -3.1473 -5.2114 0.024 -0.022 -0.016
H -1.8244 -3.5534 -3.8306 -0.008 -0.024 -0.018
H 3.7518 -4.2852 -2.6071 -0.013 0.028 -0.057
H 4.7147 -2.8642 -2.6055 0.045 -0.052 0.006
H -2.1102 -1.2205 -5.3304 0.001 0.016 -0.049
H -2.3968 1.1500 -5.9918 -0.014 -0.039 -0.011
H -1.2092 2.9307 -4.6679 0.027 0.017 0.031
H 0.1693 2.2485 -2.7431 -0.009 0.000 0.002
C -2.8980 -1.4329 1.4751 0.063 -0.082 -0.050
N -2.6291 -0.0400 1.1599 0.039 -0.007 -0.023
C -3.7935 0.8267 1.2427 -0.036 0.107 0.097
C -1.5766 0.2482 0.3341 -0.088 -0.281 -0.089
N -0.9701 -0.6008 -0.4066 -0.189 0.142 0.395
N -1.1727 1.5820 0.3766 -0.085 0.159 0.141
C 0.0587 2.0823 0.0227 0.119 0.086 -0.413
N 0.1690 3.4387 0.1682 -0.047 -0.046 0.253
N 0.9841 1.3607 -0.4958 0.018 0.225 0.136
H -3.4479 -1.4668 2.4160 -0.012 0.012 -0.037
H -1.9585 -1.9674 1.6064 0.031 -0.027 0.027
H -3.5016 -1.9249 0.7021 -0.013 0.030 0.005
H -4.0390 1.0470 2.2839 0.006 0.007 -0.020
H -4.6556 0.3336 0.7832 0.027 0.025 -0.014
H -3.6391 1.7626 0.7093 -0.014 -0.003 -0.002
H -1.3461 -1.5383 -0.3378 0.046 -0.049 0.011
H -1.6872 2.1500 1.0315 0.069 -0.073 0.006
H -0.4699 3.9112 0.7855 0.027 0.035 0.048
H 1.1046 3.8084 0.1730 0.012 0.031 0.018
H 1.8274 1.8830 -0.7031 0.011 -0.008 0.019
C 3.0946 2.3686 3.1573 -0.046 -0.044 0.013
C 1.7672 1.8190 3.5902 0.030 -0.056 -0.132
C 0.7803 2.6281 4.1245 -0.074 0.053 -0.033
C -0.4390 2.0919 4.5152 -0.008 -0.025 -0.033
Cl -1.6904 3.1574 5.1041 -0.012 -0.006 0.037
C -0.6734 0.7353 4.4207 -0.057 0.135 -0.009
C 0.3072 -0.0891 3.8890 0.074 -0.202 -0.103
C 1.5169 0.4425 3.4541 -0.248 0.132 0.279
O 2.5316 -0.2831 2.9483 0.205 -0.016 -0.314
C 2.3073 -1.6416 2.5706 -0.113 -0.049 -0.214
C 1.3066 -1.7994 1.3908 -0.149 -0.131 0.180
O 0.2452 -2.3951 1.5901 0.070 0.100 0.026
O 1.7210 -1.2991 0.2957 -0.136 0.281 0.088
H 3.0728 3.4571 3.1036 -0.005 -0.010 0.005
H 3.3732 1.9517 2.1887 0.054 0.052 0.000
H 3.8722 2.0756 3.8643 0.066 -0.002 -0.039
H 0.9613 3.6889 4.2487 -0.008 0.008 -0.046
H -1.6096 0.3157 4.7614 -0.040 0.013 -0.021
H 0.1159 -1.1499 3.8101 -0.004 -0.008 -0.093
H 1.9827 -2.2233 3.4354 -0.058 -0.027 -0.079
H 3.2818 -1.9845 2.2301 -0.011 -0.070 0.052

No. 2
57
Properties=species:S:1:pos:R:3:forces:R:3 method="wB97M-V/def2-TZVPD" spin_multiplicity=1 charge=-1
Lu -0.3082 0.1229 1.7859 -1.763 -2.387 0.738
Cl -0.1982 -0.9570 4.1629 3.055 -3.249 1.467
N 1.6753 -1.3244 0.5854 2.686 0.581 -0.105
N -2.3130 0.5567 0.4410 -0.666 2.167 -0.638
C 2.7798 -0.7692 1.0417 -2.788 -0.816 -0.526
C -2.5221 1.8505 0.2714 1.521 -2.367 0.729
C 2.1494 -2.5186 -0.2087 -0.187 -0.094 0.396
C 3.5875 -2.7131 0.2971 0.259 0.339 0.553
C 2.1520 -2.2548 -1.7103 0.059 0.371 -0.325
C 1.3131 -3.7540 0.0536 0.030 -0.322 0.185
H 2.8026 -1.4066 -1.9805 -0.258 -0.177 0.104
H 1.1363 -2.0574 -2.0718 0.182 0.060 0.091
H 2.5294 -3.1510 -2.2327 -0.118 0.291 0.185
H 1.3428 -4.0115 1.1182 -0.203 0.023 -0.185
H 1.7309 -4.5930 -0.5244 -0.123 0.118 0.161
H 0.2761 -3.5981 -0.2534 0.157 -0.005 0.132
C -3.4382 -0.1462 -0.2701 0.502 -0.076 0.523
C -4.2174 0.9987 -0.9202 -0.050 1.018 -0.077
C -4.2993 -0.8918 0.7337 -0.146 -0.145 0.187
C -2.9263 -1.1152 -1.3159 0.070 -0.239 -0.246
H -2.3047 -0.5931 -2.0509 -0.002 -0.101 0.045
H -3.7897 -1.5637 -1.8337 0.263 0.093 0.052
H -2.3476 -1.9130 -0.8398 -0.048 0.198 -0.095
H -4.7081 -0.1924 1.4712 0.084 -0.189 -0.018
H -3.7021 -1.6571 1.2408 -0.175 0.250 -0.029
H -5.1266 -1.3837 0.2019 0.079 0.080 0.130
O -3.5360 2.2216 -0.4683 -1.541 0.138 -0.738
H -5.2660 1.0886 -0.5962 0.387 -0.161 -0.053
H -4.1811 1.0063 -2.0207 0.056 -0.073 0.333
O 3.9210 -1.4110 0.8998 0.900 -0.749 -0.371
H 4.3509 -2.9368 -0.4666 -0.406 0.176 0.235
H 3.6426 -3.4616 1.1050 -0.011 0.267 -0.255
C 2.7302 0.5838 1.6782 0.159 -0.225 -0.252
C -1.6162 2.8676 0.8656 -0.378 0.021 -0.626
C -0.2410 2.6286 0.3099 2.358 0.513 -2.168
H -1.6275 2.7216 1.9623 0.172 -0.084 0.015
H -1.9462 3.8789 0.6161 -0.181 -0.105 0.104
C 0.7025 1.8651 0.8898 -2.414 -1.538 6.037
C 1.9725 1.4724 0.7340 -0.257 1.633 -2.537
H -1.0178 0.0149 3.7258 -2.889 3.564 -0.843
C 2.4349 1.9625 -0.4912 0.381 -0.135 1.304
C 1.5805 2.7713 -1.2326 0.295 0.080 -0.667
C 3.8321 1.6847 -0.8294 0.570 0.236 -0.892
C 0.2602 3.0837 -0.9129 -0.747 0.352 1.145
H 2.0006 3.2299 -2.1109 0.067 0.071 -0.493
C -0.6150 3.9590 -1.6953 0.087 0.421 -0.941
H -0.0982 4.2484 -2.5880 0.034 0.433 -0.797
H -0.8669 4.8475 -1.1286 -0.097 0.301 0.088
H -1.5429 3.4666 -1.9592 -0.244 -0.097 -0.131
H 4.4971 1.9551 -0.0177 0.212 0.076 0.172
H 4.0772 2.2694 -1.6914 0.650 0.276 -0.694
H 4.0036 0.6396 -1.0593 0.060 -0.316 -0.061
H 3.7201 1.0161 1.8104 0.203 -0.326 0.288
H 2.2404 0.4872 2.6708 0.249 0.276 -0.395
O -2.0000 -4.1403 1.8475 0.559 1.215 -0.249
C -1.5513 -3.0347 1.6188 -0.252 -0.378 -0.049
N -1.1342 -1.9501 1.3420 -0.403 -1.284 0.053

No. 3
55
Properties=species:S:1:pos:R:3:forces:R:3 method="wB97M-V/def2-TZVPD" spin_multiplicity=2 s_squared=0.787
C 1.3068 -1.0775 1.7405 1.156 0.614 0.361
C -1.2751 -0.1970 2.3432 0.228 1.022 0.546
H 1.7217 -1.8991 2.3406 -0.430 0.197 -0.244
H 1.1886 -0.1661 2.3270 0.228 -0.264 -0.264
H 1.9352 -0.8892 0.8567 -0.597 0.164 0.107
H -2.3454 -0.3623 2.4774 0.283 -0.207 -0.124
H -0.8003 -0.0427 3.3287 -0.302 -0.176 -0.717
H -1.0401 0.6862 1.7212 0.241 -0.425 -0.397
C 1.5065 -3.3387 -0.3472 -0.722 -0.197 -0.406
C 1.8496 -4.4527 -1.1130 -0.264 0.160 0.077
C 0.8566 -5.0664 -1.8784 -0.192 0.485 0.215
C -0.4344 -4.5197 -1.8900 -0.134 0.411 0.264
H 2.2269 -2.8593 0.3145 -0.248 -0.105 -0.261
H 2.8745 -4.8195 -1.0716 -0.340 -0.011 -0.078
H 1.0849 -5.9623 -2.4504 -0.112 0.197 0.054
H -1.2423 -4.9659 -2.4641 0.354 -0.078 0.032
N 0.2636 -2.8263 -0.3648 -0.236 -0.300 -0.014
C -0.7241 -3.3760 -1.1247 1.805 -0.715 0.099
C -2.0503 -2.7448 -1.0270 -1.648 0.989 0.388
N -2.1599 -1.6854 -0.1735 -0.080 -0.240 -0.296
C -3.3291 -1.0397 -0.0103 0.138 -0.711 -0.346
C -4.4257 -2.5606 -1.5111 0.429 0.213 0.304
C -4.5008 -1.4724 -0.6361 0.383 -0.149 -0.136
H -3.3349 -0.1715 0.6513 0.109 -0.336 -0.214
H -5.4390 -0.9625 -0.4248 0.240 -0.122 -0.168
C -3.1906 -3.1843 -1.7189 0.459 0.021 0.088
H -3.0781 -4.0228 -2.4059 -0.292 0.268 0.167
H -5.3183 -2.9134 -2.0223 0.220 0.024 0.078
Cu -0.4890 -1.5311 1.0055 0.241 1.219 -0.575
I -0.8547 -2.7377 3.1150 -0.640 -1.779 1.279
C 0.3056 0.5519 -2.4222 -0.139 -0.366 -0.048
Si 0.8820 1.9869 -1.3509 0.112 0.465 2.010
C 2.7043 2.1789 -1.7980 0.195 0.266 -0.380
C -0.3026 3.3825 -1.8098 -0.033 0.274 -0.495
N 0.7921 1.8240 0.3829 -0.674 -1.587 -1.869
C 1.1458 2.7367 1.2714 0.289 1.051 0.564
C 1.0085 2.4788 2.6879 0.091 -0.026 -0.676
C 1.3383 3.4227 3.6363 0.068 0.574 -0.496
C 1.7631 4.7072 3.2428 0.070 0.001 0.446
C 1.9171 5.0158 1.8900 -0.194 -0.758 -0.216
C 1.6539 4.0512 0.9234 -0.155 -0.325 0.171
H 0.3973 0.8514 -3.4862 -0.023 -0.114 0.505
H -0.7441 0.2906 -2.2385 0.056 0.016 -0.044
H 0.9154 -0.3479 -2.2743 -0.058 0.045 -0.031
H 2.8455 2.6841 -2.7650 0.123 -0.132 0.139
H 3.2452 2.7447 -1.0281 -0.189 -0.071 -0.184
H 3.1813 1.1887 -1.8567 -0.168 0.177 -0.049
H -1.1730 3.3252 -1.1368 0.293 -0.021 -0.133
H 0.1424 4.3782 -1.6881 -0.152 -0.183 -0.029
H -0.6720 3.2952 -2.8419 0.067 0.111 0.138
H 0.6074 1.5022 2.9743 0.253 0.496 0.052
H 1.2462 3.1667 4.6862 -0.019 0.143 0.031
H 1.9773 5.4629 3.9913 0.001 -0.091 -0.001
H 2.2394 6.0032 1.5640 0.006 -0.111 0.199
H 1.8009 4.2788 -0.1419 -0.099 -0.007 0.578

E_tot values (in eV) by entry order: -93566.8362 -78985.9405 -87316.4207.
Energy above the lowest of the compared OMol25 structures with the same formula, charge and spin values (in eV) by entry order: 0.0681 0.0394 0.0000.